No. 1
A 3-piece molecular cluster, C3H11NO4 overall in a non-equilibrium geometry. Source: the Open Molecules 2025 dataset; level of theory: the ωB97M-V functional and the def2-TZVPD basis.

XYZ file:
```
19
Properties=species:S:1:pos:R:3:mulliken_charge:R:1
O -0.31 -0.60 3.03 -0.469
C 0.53 -0.61 2.18 0.037
C 0.39 0.12 0.86 -0.438
N 0.55 -0.84 -0.23 -0.350
C -0.42 -0.82 -1.32 -0.277
O 0.03 -0.17 -2.48 -0.534
H 1.48 -1.16 2.32 0.302
H 1.11 0.93 0.82 0.244
H -0.61 0.57 0.87 0.358
H 1.52 -0.85 -0.51 0.208
H -0.67 -1.85 -1.56 0.276
H -1.28 -0.35 -0.88 0.320
H 0.92 -0.48 -2.72 0.316
O 4.18 0.89 2.93 -0.623
H 4.55 1.30 3.73 0.313
H 4.17 1.63 2.31 0.317
O -5.21 0.91 -2.82 -0.635
H -6.11 1.09 -3.09 0.316
H -4.83 0.28 -3.44 0.319
```

Computed properties:
Multiplicity: 1
Strongest force on any atom: 2.035 eV/A
LUMO: 0.59 eV
ΔE to the lowest compared entry with this formula, charge and spin: 2.931 eV
E: -12968.12829 eV



No. 2
C32H31ClIIrN2O2S as an isolated structure in a non-equilibrium geometry. Source: the Open Molecules 2025 dataset; level of theory: the ωB97M-V functional and the def2-TZVPD basis.

XYZ file:
```
71
Properties=species:S:1:pos:R:3:mulliken_charge:R:1
Ir -2.91 3.68 -21.90 1.456
Cl -1.34 -3.03 -23.43 -0.112
C -2.08 -1.44 -23.25 0.105
C -3.42 -1.39 -23.45 -0.319
C -4.14 -0.19 -23.48 -0.525
I -6.07 -0.02 -24.04 0.295
C -3.55 0.92 -22.92 1.126
O -4.18 2.02 -22.67 -0.853
C -2.08 0.94 -22.74 0.480
N -1.53 2.01 -22.19 -0.716
C -0.17 1.97 -21.94 -0.356
C 0.68 0.92 -22.19 -1.052
C 0.03 -0.26 -22.66 -0.507
C -1.34 -0.23 -22.96 0.251
H -3.99 -2.28 -23.66 0.524
H 0.19 2.91 -21.56 0.516
H 1.73 1.00 -22.07 0.513
H 0.61 -1.12 -22.89 0.535
C -2.14 9.30 -20.66 -1.045
N -1.92 8.23 -21.65 0.002
C -0.80 7.39 -21.20 -0.956
C -3.16 7.29 -21.81 -0.948
C -3.23 6.56 -23.08 1.682
C -3.61 7.38 -24.20 -0.648
C -3.86 6.87 -25.48 -0.631
C -3.82 5.50 -25.64 -0.957
C -3.49 4.67 -24.61 -0.435
C -3.19 5.12 -23.22 -0.199
H -1.34 9.93 -20.60 0.459
H -2.39 8.90 -19.70 0.412
H -2.92 9.98 -21.05 0.405
H -1.70 8.76 -22.53 0.421
H -1.00 7.04 -20.16 0.409
H 0.05 8.02 -20.96 0.405
H -0.52 6.48 -21.72 0.372
H -4.04 7.96 -21.63 0.417
H -3.05 6.63 -20.93 0.367
H -3.70 8.45 -24.08 0.460
H -4.06 7.53 -26.31 0.442
H -4.05 5.07 -26.60 0.452
H -3.46 3.64 -24.74 0.496
O -3.23 3.49 -19.85 -0.627
S -4.74 3.45 -19.19 0.334
C -4.16 3.35 -17.54 -0.933
C -5.31 2.98 -16.53 0.396
C -6.33 3.83 -16.23 -0.481
C -7.23 3.53 -15.25 -0.641
C -7.22 2.35 -14.56 -0.540
C -6.18 1.47 -14.88 -0.507
C -5.27 1.77 -15.89 -0.449
C -5.33 1.77 -19.53 -1.270
C -4.46 0.60 -19.07 -0.170
C -3.11 0.46 -19.37 0.656
C -2.36 -0.65 -18.87 -1.110
C -2.98 -1.54 -18.07 -0.501
C -4.24 -1.29 -17.57 -0.611
C -4.99 -0.29 -18.11 -0.640
H -3.59 4.28 -17.41 0.708
H -3.48 2.47 -17.43 0.338
H -6.26 4.78 -16.66 0.485
H -7.97 4.22 -14.99 0.456
H -8.02 2.11 -13.79 0.359
H -6.13 0.46 -14.37 0.342
H -4.43 1.11 -16.07 0.642
H -5.66 1.84 -20.56 0.551
H -6.26 1.81 -19.01 0.761
H -2.70 1.26 -20.02 0.442
H -1.35 -0.72 -19.15 0.638
H -2.57 -2.48 -17.69 0.411
H -4.69 -2.02 -16.85 0.417
H -5.90 -0.01 -17.71 0.802
```

Computed properties:
Multiplicity: 6
Net charge: +3
Strongest force on any atom: 3.399 eV/A
LUMO (spin up / spin down): -8.84 / -11.15 eV
E: -75027.74230 eV



No. 3
C14H18IN3Pb as an isolated structure in a non-equilibrium geometry. Source: the Open Molecules 2025 dataset; level of theory: the ωB97M-V functional and the def2-TZVPD basis.

XYZ file:
```
37
Properties=species:S:1:pos:R:3:mulliken_charge:R:1
C 0.57 -1.78 -4.34 -0.884
C 0.29 0.35 -4.37 -0.982
H 1.60 -2.17 -4.15 0.463
H 0.48 -1.67 -5.48 0.360
H -0.23 -2.58 -4.06 0.306
H 1.06 1.18 -4.09 0.414
H 0.61 0.23 -5.43 0.447
H -0.78 0.59 -4.24 0.435
Pb 0.39 -0.55 -2.42 1.046
C -1.38 0.75 -2.04 -1.275
H -1.03 1.79 -2.11 0.486
H -1.59 0.47 -0.99 0.313
H -2.21 0.52 -2.71 0.562
I -1.55 -2.78 -1.86 0.073
C -1.97 -2.74 4.43 -0.343
C -1.55 -1.43 4.76 -0.722
C -0.99 -0.62 3.78 -0.077
C -0.83 -1.09 2.48 0.309
C -1.26 -2.39 2.14 0.214
C -1.82 -3.21 3.11 -0.663
N -0.25 -0.30 1.49 -0.021
N 0.03 0.89 1.91 -0.257
C 0.91 1.65 1.18 0.217
C 1.38 2.83 1.79 -0.314
C 2.30 3.62 1.14 -0.458
C 2.72 3.20 -0.13 -0.709
C 2.20 2.01 -0.68 0.038
N 1.29 1.24 -0.04 -0.086
H -2.41 -3.38 5.20 0.387
H -1.66 -1.04 5.78 0.379
H -0.66 0.39 3.99 0.471
H -1.15 -2.71 1.10 -0.021
H -2.15 -4.23 2.87 0.358
H 0.96 3.03 2.78 0.454
H 2.69 4.52 1.59 0.449
H 3.45 3.77 -0.72 0.358
H 2.53 1.67 -1.67 0.275
```

Computed properties:
Multiplicity: 1
Net charge: +2
Strongest force on any atom: 6.930 eV/A
LUMO (spin up / spin down): -11.54 / -11.60 eV
ΔE to the lowest compared entry with this formula, charge and spin: 4.711 eV
E: -32602.64233 eV



No. 4
A single C3H7N molecule in a non-equilibrium geometry. Source: the Open Molecules 2025 dataset; level of theory: the ωB97M-V functional and the def2-TZVPD basis.

XYZ file:
```
11
Properties=species:S:1:pos:R:3:mulliken_charge:R:1
N 1.29 0.75 0.07 -0.665
C 0.06 0.19 0.47 0.121
C -0.37 -1.11 -0.18 -0.590
C -1.03 0.20 -0.55 -0.585
H 1.40 1.71 0.34 0.215
H 2.07 0.29 0.52 0.219
H -0.19 0.33 1.51 0.320
H 0.41 -1.55 -0.83 0.249
H -0.88 -1.89 0.38 0.228
H -2.04 0.45 -0.20 0.230
H -0.73 0.64 -1.51 0.258
```

Computed properties:
Multiplicity: 1
Strongest force on any atom: 1.691 eV/A
LUMO: 1.29 eV
ΔE to the lowest compared entry with this formula, charge and spin: 0.628 eV
E: -4713.52943 eV



No. 5
C57H49CsIN3O9P2S3 as an isolated structure in a non-equilibrium geometry. Source: the Open Molecules 2025 dataset; level of theory: the ωB97M-V functional and the def2-TZVPD basis.

XYZ file:
```
125
Properties=species:S:1:pos:R:3:mulliken_charge:R:1
Cs 13.82 14.20 15.65 1.016
O 12.12 12.45 20.29 -0.806
S 12.27 12.28 18.85 1.540
O 13.56 12.76 18.32 -0.407
O 11.10 12.80 18.11 -0.689
C 12.00 10.46 18.70 0.018
C 10.96 10.07 19.59 -0.853
C 10.38 8.82 19.54 -0.545
C 10.91 7.84 18.72 -0.561
C 11.98 8.16 17.90 -0.685
C 12.47 9.48 17.76 0.226
S 13.61 9.54 16.33 1.571
O 13.19 8.45 15.46 -0.794
O 15.02 9.53 16.71 -0.766
O 13.26 10.82 15.61 -0.417
H 10.64 10.80 20.34 0.379
H 9.52 8.66 20.14 0.363
H 10.51 6.83 18.67 0.346
H 12.44 7.39 17.28 0.422
I 14.37 15.16 19.59 0.295
C 14.72 17.13 20.22 -0.333
C 14.14 17.40 21.47 -0.686
C 14.54 18.50 22.25 -0.738
C 15.51 19.36 21.80 -0.834
C 16.05 19.20 20.51 0.880
C 17.06 20.10 20.09 -0.858
C 17.57 19.99 18.82 -0.878
C 17.06 19.01 17.92 -0.342
C 16.10 18.09 18.30 0.436
P 15.46 17.12 16.91 0.248
C 14.90 18.36 15.69 0.413
C 14.86 18.06 14.32 -0.838
C 14.45 19.02 13.38 -0.871
C 14.11 20.30 13.83 -0.804
C 13.99 20.56 15.19 -0.509
C 14.35 19.59 16.11 -0.586
C 17.03 16.37 16.27 1.040
C 17.67 16.68 15.06 -0.179
C 18.87 16.06 14.69 -0.644
C 19.46 15.14 15.53 -0.625
C 18.81 14.77 16.71 -0.452
C 17.64 15.41 17.10 -0.690
C 15.60 18.09 19.65 0.459
H 13.40 16.71 21.89 0.434
H 14.02 18.68 23.20 0.363
H 15.86 20.17 22.42 0.335
H 17.38 20.91 20.75 0.315
H 18.37 20.66 18.49 0.384
H 17.52 18.96 16.92 0.248
H 15.16 17.05 14.01 0.736
H 14.43 18.77 12.34 0.773
H 13.91 21.09 13.13 0.395
H 13.56 21.49 15.53 0.429
H 14.24 19.79 17.18 0.398
H 17.32 17.51 14.45 0.430
H 19.29 16.32 13.72 0.457
H 20.42 14.72 15.25 0.360
H 19.26 14.00 17.34 0.428
H 17.18 15.15 18.06 0.133
O 9.62 14.83 15.19 -0.537
C 9.88 14.88 14.04 -0.048
C 9.46 14.83 12.71 0.643
C 8.14 15.08 12.44 -0.774
C 7.67 15.03 11.14 -0.418
C 8.57 14.74 10.11 -1.007
C 9.91 14.47 10.38 -0.451
C 10.43 14.62 11.67 -0.199
P 12.18 14.63 11.94 1.309
C 12.59 12.97 11.30 0.392
C 13.79 12.72 10.61 -0.517
C 14.06 11.45 10.12 -0.580
C 13.25 10.39 10.45 -0.652
C 12.09 10.59 11.19 -0.562
C 11.74 11.87 11.57 -0.732
C 12.75 15.82 10.68 0.413
C 12.70 17.19 11.05 -0.971
C 13.03 18.19 10.15 -0.570
C 13.51 17.86 8.89 -0.448
C 13.55 16.52 8.49 -0.939
C 13.11 15.52 9.37 0.032
H 7.46 15.33 13.25 0.396
H 6.65 15.29 10.89 0.373
H 8.22 14.67 9.10 0.393
H 10.60 14.17 9.59 0.238
H 14.44 13.56 10.40 0.745
H 14.94 11.24 9.51 0.266
H 13.51 9.38 10.13 0.330
H 11.45 9.77 11.50 0.416
H 10.84 12.00 12.20 0.366
H 12.34 17.48 12.04 0.546
H 12.82 19.23 10.40 0.454
H 13.78 18.64 8.21 0.362
H 13.94 16.23 7.52 0.412
H 13.02 14.49 9.00 0.391
O 17.06 11.58 17.60 -0.558
H 17.18 10.67 17.26 0.288
H 16.17 11.47 18.06 0.302
O 10.04 11.65 14.80 -0.626
H 9.86 12.13 15.64 0.291
H 10.98 11.36 14.92 0.293
N 11.51 17.25 17.11 -0.483
H 10.83 17.99 17.03 0.200
H 12.15 17.47 17.86 0.113
H 10.94 16.42 17.27 0.231
S 19.30 11.08 11.86 -0.297
C 17.93 11.79 12.75 0.166
C 17.72 13.18 12.69 -0.801
C 16.45 13.66 13.08 -0.479
N 15.51 12.87 13.60 0.655
C 15.77 11.55 13.80 -0.555
C 16.98 10.99 13.42 -0.501
C 18.68 11.39 10.24 0.395
C 18.17 10.33 9.49 -0.043
C 17.60 10.60 8.23 -0.439
N 17.49 11.84 7.74 -0.606
C 17.98 12.83 8.47 -0.493
C 18.59 12.68 9.71 -0.078
H 18.48 13.86 12.32 0.697
H 16.21 14.74 12.96 0.187
H 14.99 11.01 14.35 0.187
H 17.14 9.93 13.59 0.552
H 18.15 9.29 9.88 0.347
H 17.21 9.79 7.61 0.347
H 17.86 13.80 8.02 0.404
H 18.93 13.56 10.24 0.342
```

Computed properties:
Multiplicity: 1
Net charge: -2
Strongest force on any atom: 5.411 eV/A
LUMO (spin up / spin down): 3.03 / 3.03 eV
ΔE to the lowest compared entry with this formula, charge and spin: 0.000 eV
E: -142533.59687 eV



No. 6
A single C7H10 molecule. Source: the Open Molecules 2025 dataset; level of theory: the ωB97M-V functional and the def2-TZVPD basis.

XYZ file:
```
17
Properties=species:S:1:pos:R:3:mulliken_charge:R:1
C 1.46 -0.51 1.19 -1.310
C 1.10 1.26 -0.60 -1.064
C 1.20 -0.24 -0.30 0.407
C -0.18 -0.55 -0.96 -0.440
C -1.35 -0.58 0.02 -0.652
C -1.23 0.95 0.17 -0.676
C -0.28 0.99 -1.11 0.280
H 2.52 -0.68 1.38 0.380
H 0.90 -1.38 1.54 0.276
H 1.16 0.35 1.78 0.290
H 2.02 -0.67 -0.91 0.511
H -0.18 -1.24 -1.82 0.425
H -1.24 -1.20 0.92 0.250
H -2.28 -0.86 -0.48 0.308
H -2.15 1.51 0.03 0.316
H -0.76 1.29 1.10 0.218
H -0.70 1.57 -1.94 0.481
```

Computed properties:
Multiplicity: 1
Strongest force on any atom: 0.461 eV/A
LUMO: 0.19 eV
ΔE to the lowest compared entry with this formula, charge and spin: 5.040 eV
E: -7415.99492 eV